A structure of composition C17H26GeN2O6PtSSe, computed with ωB97M-V with the def2-TZVPD basis set.

## Properties
Total charge   0
Molar mass   733.1 g/mol
E_HOMO   -7.21 eV
Lowest unoccupied orbital energy   -1.112 eV
Orbital gap   6.09 eV

```
55
Properties=species:S:1:pos:R:3:forces:R:3:mulliken_charge:R:1
Pt 0.8454 -0.7599 -0.4898 0.0263 -0.0116 0.0078 0.654
Se -0.2412 1.4180 1.7976 -0.1424 -0.0333 0.1012 0.024
Ge 2.4732 1.0008 3.8616 0.0784 0.1839 0.2686 0.557
S 3.2209 -1.2895 0.3395 -0.5927 0.3113 0.0126 1.288
O 2.6844 0.0734 -0.2428 0.1872 -0.3028 -0.3888 -0.693
O -5.3033 -3.2085 -2.3009 0.0116 0.0184 0.0065 -0.493
O 3.4796 -2.2145 -0.7327 0.3035 0.0500 0.1647 -0.640
O 1.8567 -1.6565 1.0272 0.2086 -0.4249 -0.2802 -0.677
O 4.2564 -1.0655 1.2972 -0.0218 -0.0243 0.0936 -0.630
O -3.1692 1.5052 -5.5731 0.0153 -0.0178 -0.0066 -0.499
N -0.8470 -1.8258 -0.7255 0.0467 0.1305 0.0718 -0.358
N 0.0164 0.1904 -2.0551 -0.0661 0.1348 0.2058 -0.171
C -2.8792 -2.0630 -1.9451 -0.0197 -0.1232 0.1271 -0.459
C -1.3570 1.5373 -4.0363 -0.1142 -0.0782 0.0294 0.397
C 0.5536 1.4113 3.5756 0.0194 0.0448 -0.0479 -1.074
C -1.6972 -1.3985 -1.6755 0.0577 0.1339 -0.1366 0.527
C -1.2173 -0.2098 -2.4146 -0.0742 -0.1350 0.0993 0.445
C 2.8233 2.0001 5.5247 0.0128 -0.0186 0.0133 -1.289
C 3.7100 1.7294 2.5473 -0.0572 0.0776 -0.0385 -0.908
C -0.0752 1.9200 -3.6667 0.1017 0.0485 0.0263 -0.825
C -2.1134 2.3068 -5.0823 0.0233 0.0121 0.0187 -0.607
C -4.4444 -3.9832 -1.4894 0.0181 -0.0294 -0.0020 -0.597
C 0.5827 1.2317 -2.6675 -0.0282 -0.0399 -0.0408 -0.460
C 2.7037 -0.8782 4.3097 -0.0740 -0.0422 -0.0125 -0.942
C -2.2818 -3.6471 -0.2631 0.0676 -0.0723 0.0592 -0.840
C -1.9337 0.4467 -3.3975 0.1059 0.0974 -0.0835 -0.387
C -1.1233 -2.9333 -0.0355 -0.0679 0.0537 0.0313 -0.334
C -3.1834 -3.2104 -1.2242 -0.0219 0.1098 -0.0841 0.374
C 0.7747 2.8508 0.9772 0.0658 0.0105 -0.0134 -0.846
H -2.4693 -4.5424 0.3153 -0.0227 0.0095 0.0037 0.439
H 3.6633 2.8196 2.5981 0.0094 0.0015 -0.0445 0.412
H -3.5641 -1.7092 -2.6996 0.0139 0.0115 -0.0175 0.541
H -4.9141 -4.2356 -0.5331 -0.0031 0.0195 0.0014 0.339
H 2.0614 -1.0948 5.1669 0.0237 -0.0546 -0.0109 0.414
H 2.7228 3.0738 5.3552 -0.0054 -0.0002 0.0052 0.369
H -0.0145 0.6527 4.1185 -0.0056 -0.0225 -0.0287 0.414
H 0.3241 2.3644 4.0555 0.0062 0.0219 -0.0508 0.467
H 0.7063 3.7549 1.5788 0.0033 -0.0041 0.0043 0.401
H 1.8107 2.5571 0.8391 0.0186 -0.0186 -0.0020 0.140
H -1.4234 2.6009 -5.8792 -0.0051 -0.0229 -0.0100 0.351
H -0.3866 -3.2160 0.7050 -0.0024 -0.0169 -0.0035 0.541
H 1.5803 1.4820 -2.3304 -0.0032 0.0203 -0.0063 0.565
H 2.4534 -1.5433 3.4880 -0.0226 0.0159 -0.0674 0.199
H -2.5008 3.2232 -4.6203 0.0174 0.0125 -0.0153 0.297
H 3.8338 1.8082 5.8891 0.0067 -0.0054 -0.0082 0.373
H 0.3213 3.0400 0.0044 -0.0291 -0.0046 0.0137 0.304
H 2.1213 1.7102 6.3088 -0.0019 0.0050 0.0060 0.369
H -2.9248 0.1266 -3.6788 -0.0007 -0.0249 0.0076 0.509
H -3.6203 1.9778 -6.2775 -0.0249 0.0193 0.0062 0.302
H 0.4230 2.7517 -4.1475 -0.0195 0.0060 -0.0073 0.430
H 3.5140 1.3896 1.5345 -0.0050 0.0028 0.0279 0.039
H 4.7190 1.4130 2.8124 -0.0100 -0.0217 0.0146 0.331
H 3.7387 -1.0615 4.5985 0.0104 0.0115 -0.0181 0.293
H -4.1750 -4.9230 -1.9862 -0.0043 -0.0045 0.0131 0.318
H -6.1150 -3.6983 -2.4554 -0.0138 -0.0199 -0.0154 0.302
```
Positions in Å, forces in eV/Å.

A structure of composition C5H14N2 at a distorted geometry, computed with ωB97M-V with the def2-TZVPD basis set.

## Properties
Total charge   0
Molar mass   102.2 g/mol
E_HOMO   -7.97 eV
Lowest unoccupied orbital energy   0.731 eV
Orbital gap   8.70 eV

```
21
Properties=species:S:1:pos:R:3:forces:R:3:mulliken_charge:R:1
N -0.6081 -0.2669 -0.2277 1.1905 0.3556 1.0710 -0.675
N 0.8978 -1.3675 2.7401 -0.4016 -0.1163 0.1029 -0.543
C 1.4126 1.7451 -0.6059 -0.0405 -0.3784 0.2154 -1.172
C 0.1338 0.0768 0.8222 -0.7671 -0.4077 -0.5075 0.686
C -2.4589 -0.6835 -3.0601 -0.0820 -0.1876 0.4669 -0.732
C 1.3248 1.0000 0.7327 0.3365 1.1253 -0.1638 -0.541
C -0.1635 -0.5317 2.1813 0.0917 0.0380 0.6669 -0.845
H 2.0967 2.5890 -0.5584 0.0276 0.0412 0.1347 0.380
H 1.8157 -1.0151 2.5593 0.4572 0.1880 -0.0082 0.232
H -3.3246 -0.0480 -3.2341 0.0453 0.0592 -0.0838 0.240
H -1.8086 -0.2498 -2.3029 0.0533 0.1815 -0.2162 0.054
H -1.9207 -0.8714 -3.9850 0.0016 0.0243 -0.0329 0.232
H 2.2655 0.4822 0.9328 -0.0950 -0.3099 0.0195 0.298
H -2.8021 -1.6226 -2.6250 -0.0655 -0.0877 -0.2186 0.227
H 1.7611 1.0799 -1.3934 -0.0930 -0.0188 -0.0712 0.298
H 0.3053 -0.9324 -0.0339 -0.4129 -0.6801 -1.0083 0.173
H 1.2667 1.7245 1.5532 -0.1977 -0.0437 0.0487 0.373
H -0.3958 0.2637 2.8985 0.0398 0.1235 -0.0959 0.336
H -1.0544 -1.1396 2.0783 -0.1267 -0.0098 -0.0643 0.408
H 0.4178 2.0853 -0.8781 0.0073 0.1171 -0.1400 0.298
H 0.8391 -2.3179 2.4062 0.0311 -0.0138 -0.1153 0.273
```
Positions in Å, forces in eV/Å.

A structure of composition C6H8 at a distorted geometry, computed with ωB97M-V with the def2-TZVPD basis set.

## Properties
Total charge   0
Molar mass   80.1 g/mol
E_HOMO   -9.14 eV
Lowest unoccupied orbital energy   1.314 eV
Orbital gap   10.45 eV

```
14
Properties=species:S:1:pos:R:3:forces:R:3:mulliken_charge:R:1
C 0.9357 -0.7760 -0.6458 -1.7976 -0.8262 1.5079 -0.386
C 0.1713 0.4333 -1.0906 0.0100 0.2893 0.0699 -0.417
C -0.9106 0.1337 1.2073 2.1461 1.0789 0.5210 -0.252
C -1.1288 0.2095 -0.2967 0.0064 0.2801 0.1109 -0.429
C -0.7727 -1.0749 0.3887 2.3082 -0.0447 -0.9337 -0.372
C 1.4054 0.5424 -0.2096 -0.7098 0.5642 2.2523 -0.244
H 1.1279 0.7700 0.9227 1.3373 -0.2086 -2.5512 -0.047
H 0.1387 0.5989 1.5349 -2.8075 -1.0048 -0.0974 -0.045
H -2.0789 0.4804 -0.7569 0.0825 -0.1251 0.3756 0.395
H -1.5621 0.4226 2.0283 -0.6375 -0.6517 -0.5716 0.342
H -1.2067 -2.0790 0.4796 0.1338 0.7042 -0.1048 0.358
H 1.4507 -1.6224 -1.1150 -0.3084 0.6146 0.0967 0.361
H 2.3212 1.1131 -0.3510 -0.0790 -0.6035 -0.9019 0.343
H 0.1087 0.8485 -2.0960 0.3155 -0.0667 0.2262 0.393
```
Positions in Å, forces in eV/Å.

The ion C8H10N3 with charge +1 at a distorted geometry, computed with ωB97M-V with the def2-TZVPD basis set.

## Properties
Total charge   +1
Molar mass   148.2 g/mol
E_HOMO (alpha / beta)   -9.91 / -14.04 eV
Lowest unoccupied orbital energy (alpha / beta)   -3.568 / -7.433 eV
2S+1   3
Orbital gap (alpha / beta)   6.34 / 6.60 eV

```
21
Properties=species:S:1:pos:R:3:forces:R:3:mulliken_spin:R:1
N -0.2157 0.7308 2.5510 6.7633 -2.5263 2.6643 0.441
N -1.2689 0.7544 0.5753 2.7539 -1.4220 -0.2730 0.230
N -1.2091 1.0740 1.9273 -5.5588 2.3387 -1.6631 0.292
C 0.6611 0.1287 1.6327 -1.3003 0.5626 0.7579 -0.025
C -2.3856 0.8265 -0.3515 -1.4316 1.7228 2.8694 -0.003
C 1.9634 -0.3861 1.7382 -1.3213 2.1411 3.4264 0.306
C -0.0690 0.1401 0.4180 0.9254 -0.8611 -3.8296 0.140
C 1.8304 -0.8261 -0.6765 1.3873 1.1749 4.9244 0.024
C 2.5429 -0.7606 0.5583 0.6491 -2.2912 -4.5206 0.265
C -0.1027 -0.5677 -2.1340 -0.5495 -1.3939 -4.5209 -0.016
C 0.5699 -0.3996 -0.8667 -2.7943 1.4588 3.2447 0.264
H -3.3687 0.8446 0.2457 1.4906 -0.2566 -1.0195 -0.001
H -2.2670 0.0053 -0.9532 -0.3430 -2.0057 -1.4195 0.008
H -0.4173 0.3537 -2.6938 -0.0967 -0.4725 1.0471 0.024
H -2.3183 1.7139 -0.9485 -0.0255 0.6406 -0.2304 0.012
H 2.2838 -1.2110 -1.4599 2.3787 -1.8011 -3.5357 0.016
H 3.5360 -1.2351 0.5170 -0.4289 0.5683 0.2986 0.009
H -0.9520 -1.3207 -2.1736 0.6073 1.0912 0.5848 0.026
H 0.5509 -1.0505 -2.9969 -0.6073 0.8951 2.1579 0.002
H 2.5824 -0.3254 2.6870 -1.1793 -0.1737 -1.2018 -0.005
H -1.9464 1.5108 2.4041 -1.3194 0.6099 0.2386 -0.010
```
Positions in Å, forces in eV/Å.

The molecule C4H4O2 at a distorted geometry, computed with ωB97M-V with the def2-TZVPD basis set.

## Properties
Total charge   0
Molar mass   84.1 g/mol
E_HOMO   -10.28 eV
Lowest unoccupied orbital energy   0.408 eV
Orbital gap   10.69 eV
Structure (SMILES)   C#CC(=O)OC

```
10
Properties=species:S:1:pos:R:3:forces:R:3:mulliken_charge:R:1
O -0.6020 0.6211 -0.6265 0.0725 0.0941 0.1415 -0.301
O 0.3626 -0.4127 1.1031 -0.2649 0.3264 0.1345 -0.506
C 0.4464 0.2599 0.1041 -0.2657 -0.2314 0.3802 0.854
C 1.7715 0.5819 -0.4061 0.4850 -0.9626 0.1375 -0.613
C -1.8040 0.1213 -0.0220 -0.3879 -0.0189 0.0757 -0.575
C 2.7097 -0.1809 -0.3611 0.0339 0.3629 -0.3100 -0.017
H 3.3782 -0.9873 -0.1845 0.6068 0.2220 -0.2773 0.368
H -2.6279 0.6620 -0.4771 0.0285 -0.0601 -0.0619 0.233
H -1.7477 0.2932 1.0529 -0.2785 0.0468 -0.1487 0.298
H -1.8869 -0.9584 -0.1827 -0.0296 0.2207 -0.0714 0.259
```
Positions in Å, forces in eV/Å.

A structure of composition C29H36N8O7S3Sc at a distorted geometry, computed with ωB97M-V with the def2-TZVPD basis set.

## Properties
Total charge   -1
Molar mass   749.8 g/mol
E_HOMO (alpha / beta)   -4.05 / -2.37 eV
Lowest unoccupied orbital energy (alpha / beta)   1.332 / 1.307 eV
Orbital gap (alpha / beta)   5.38 / 3.67 eV

```
84
Properties=species:S:1:pos:R:3:forces:R:3:mulliken_charge:R:1
Sc -1.0349 0.5154 2.0138 -2.0160 1.9901 0.4293 1.098
S -2.1844 4.6370 0.1675 0.8331 0.1647 -0.0990 -0.192
S 0.3917 -0.9632 -3.1984 -0.0044 0.9582 -2.2214 -0.169
S -4.3528 2.8016 0.3196 -0.6490 -1.6992 0.1009 -0.152
O -3.3187 -1.2226 -0.5640 1.7274 1.0653 0.9212 -0.627
O -3.1863 4.3672 4.9908 0.9646 -1.5317 -0.2709 -0.682
O -2.8123 -0.3881 2.4805 1.2223 -1.0684 0.2973 -0.596
O -0.2211 1.5740 3.5710 1.0331 -0.3745 0.0394 -0.739
O -3.2462 -2.6292 2.1821 1.0241 2.2368 -1.2709 -0.625
O -1.2601 -0.5303 0.3133 -1.5213 -0.2778 -0.4442 -0.649
O 2.3980 -2.7958 -6.3486 2.0746 1.5357 -0.1379 -0.707
N -1.3821 -2.7801 -4.1948 2.3268 0.1360 -0.6063 0.198
N 5.1851 0.8932 3.3231 1.0838 0.9282 -1.3824 -0.012
N 5.6960 0.7047 0.9038 -1.9109 0.3278 0.9953 0.004
N 0.2896 -2.1421 -5.6944 0.1864 1.5512 1.5727 -0.204
N -2.0373 2.8784 3.0895 0.5903 1.1589 1.4600 -0.335
N -2.0333 2.4026 1.7652 1.5611 -1.7587 0.6548 -0.389
N 4.6294 2.7805 1.7921 1.4829 -1.3487 1.0831 0.036
N 3.3013 0.7107 1.6936 1.1220 -0.0091 1.2049 0.269
C -4.9223 4.4312 -0.1058 0.1855 1.0215 -0.5601 -0.582
C -0.3805 -5.0385 -6.4740 -2.7379 -0.7681 0.4264 -0.448
C -2.2175 -2.5737 -3.0386 -0.2568 -1.5578 0.4336 0.188
C -2.7453 3.1035 0.8455 0.0708 1.1952 -0.1942 0.101
C -1.0663 2.5137 3.9301 -2.8290 0.1235 -1.8135 0.875
C 1.5766 -6.7235 -5.3362 -0.8909 1.5583 -1.4634 -0.528
C -2.1944 3.8539 5.7877 -0.6750 0.4167 0.4204 0.314
C -4.6068 -3.5111 -3.7265 0.3229 0.2686 -0.0526 -1.274
C 6.0985 0.3587 2.2980 -0.3083 0.3633 -0.5877 -0.785
C 3.3122 2.1676 1.6075 0.6364 0.6852 -2.3327 -0.885
C -2.5203 -1.0231 0.3487 -0.0543 -2.5479 -0.9870 0.930
C -0.2544 -2.1338 -4.3941 -0.9455 0.2866 -1.7882 0.321
C 5.1868 2.3747 3.1377 -1.5088 -0.5154 -0.7746 -0.690
C -1.1460 3.0210 5.3376 -1.0206 0.5739 -2.5151 0.398
C 4.2977 0.1892 0.7587 1.2113 -1.0577 -0.7217 -0.919
C 5.5322 2.1449 0.7956 0.2920 0.8780 -0.0602 -0.827
C -2.2447 4.1967 7.1675 -1.5382 1.1889 -1.6153 -0.493
C 3.8287 0.4056 3.0512 0.8574 -1.7729 -0.3872 -0.810
C -1.2244 3.8781 7.9815 1.1788 -1.3655 1.8224 -0.468
C -2.8762 -1.5248 1.7723 -1.3321 -0.0548 1.2103 0.353
C -0.2571 2.9796 7.5008 0.9504 0.5370 1.5960 -0.409
C -0.7380 -6.3899 -6.1993 1.9448 1.6650 -1.1286 -0.556
C -0.1636 2.6345 6.1894 0.6075 -1.0729 0.9285 -0.648
C -3.6619 -2.3322 -3.4424 -0.5179 0.5468 0.9051 -0.446
C 0.3297 -7.1922 -5.8269 -0.9985 -2.5012 1.2889 -0.364
C 1.2599 -3.1443 -6.1405 -1.6500 -2.7007 0.2089 -0.124
C 1.8391 -5.3990 -5.6149 0.7408 -1.4503 0.4778 -0.553
C 0.8454 -4.5100 -6.0645 0.4540 0.7883 -0.5334 0.659
C -3.7600 5.4880 -0.0445 -0.8645 -0.0131 -0.6330 -0.540
H 2.2830 -7.3426 -4.8113 0.2243 -0.3248 -0.3717 0.392
H 0.1989 -8.2817 -5.8982 -0.1521 0.3429 0.5142 0.304
H -3.1170 4.7570 7.5431 0.5553 -0.1264 -0.4429 0.350
H -3.0926 3.8488 4.1122 0.1124 0.6577 0.5954 0.531
H -1.0936 -4.5121 -7.1245 0.3127 0.3835 0.6162 0.424
H 6.0245 -0.7184 2.3356 0.4596 -0.4251 0.2188 0.448
H -1.7332 -6.7255 -6.4856 0.4356 -0.3259 -0.0753 0.382
H 4.4861 -0.9036 0.8301 -1.0816 0.4117 0.0846 0.391
H 4.0033 0.4557 -0.2504 -0.2693 -0.1751 -0.2168 0.456
H 0.4425 2.5152 8.1872 0.1638 0.3855 0.1127 0.363
H -1.5278 -3.5725 -4.8682 -0.1812 0.7918 0.5126 0.127
H 7.1210 0.7289 2.4524 -0.2366 -0.2262 0.1662 0.318
H 0.9210 -1.3448 -5.6595 -0.1019 0.1455 -0.6263 0.192
H 5.1310 2.4258 -0.1884 0.2798 -0.2928 0.0517 0.401
H -4.6281 -4.2177 -2.8972 0.3135 -0.1637 -0.1180 0.333
H -3.6656 -1.5857 -4.2355 -0.1479 -0.0018 -0.1592 0.355
H -5.6490 -3.2244 -3.8642 0.0545 0.5618 0.1578 0.376
H -3.9108 6.1760 0.7836 -0.0914 -0.1372 0.1986 0.299
H 0.7280 -0.0360 -4.2869 -0.3566 -1.4507 1.8739 0.210
H -1.1970 4.1873 9.0597 -0.1780 -0.3904 -1.1662 0.299
H -2.1142 -3.5141 -2.5032 -0.3753 -0.0650 0.6282 0.296
H 4.4925 2.7411 3.8795 0.0490 0.5355 0.3803 0.379
H 3.0991 2.4715 0.5475 -0.5800 -0.3691 0.8647 0.356
H 6.5344 2.5293 0.9009 0.3023 0.7486 0.0548 0.368
H 2.6095 2.5986 2.2821 -0.6567 0.2354 0.5386 0.366
H 3.2666 0.8665 3.8327 -1.1648 -0.0736 0.3121 0.387
H -5.4450 4.4007 -1.0813 0.6236 -0.0407 0.2897 0.314
H 0.6332 1.9581 5.8764 -0.3658 0.1875 -0.1389 0.325
H -5.6810 4.7120 0.5974 -0.3746 0.2173 0.5438 0.301
H -4.3653 -3.9832 -4.6659 0.3399 -0.6142 -0.2120 0.343
H 2.8519 -5.0510 -5.5822 0.2931 0.4745 0.6548 0.415
H 6.1797 2.8034 3.2323 0.0876 -0.1184 0.2082 0.329
H -3.9993 -1.8328 -2.5394 -0.5394 0.2388 -0.0875 0.290
H -1.8325 -1.7827 -2.3661 -0.2319 -0.3009 -0.7466 -0.405
H -3.7883 6.1216 -0.9638 0.3844 -0.6682 0.5614 0.297
H 3.8855 -0.7269 3.1119 -0.3616 1.2689 0.3263 0.376
```
Positions in Å, forces in eV/Å.